# 1
DFT (the ωB97M-V functional and the def2-TZVPD basis) results for an isolated molecule of C2H6OS at a distorted geometry.

Summary:
- energy above the lowest of the compared OMol25 structures with the same formula, charge and spin (kJ/mol) = 82.2
- SMILES = OCCS
- HOMO energy (eV) = -9.25
- net charge = 0
- orbital gap (eV) = 10.02

Each line ends with the natural charge from an NBO analysis.
Cartesian coordinates (Å):
H -0.137 -1.228 -1.337  0.235
H -0.590 0.741 0.917  0.154
H -1.102 -0.875 0.633  0.175
H 1.300 -0.002 -1.073  0.237
C -0.234 -0.256 0.471  -0.050
H 0.965 -0.436 2.303  0.499
O 0.798 -0.737 1.375  -0.785
H -0.678 1.714 -0.517  0.114
S -0.555 1.309 -1.772  -0.059
C 0.233 -0.230 -1.001  -0.520

---

# 2
DFT (the ωB97M-V functional and the def2-TZVPD basis) results for a structure of composition C51H37Cl2N9O5Sr at a distorted geometry.

Summary:
- HOMO energy (eV) = -0.78
- net charge = -2
- orbital gap (eV) = 4.75

Each line ends with the natural charge from an NBO analysis.
Cartesian coordinates (Å):
O -0.613 -1.062 -2.284  -0.452
C 2.690 1.737 -0.349  0.495
H -7.452 1.951 0.812  0.200
C -3.271 -0.140 1.309  0.319
H 5.466 2.844 1.355  0.225
H -1.652 -2.830 -0.542  0.300
H -5.416 1.531 2.212  0.246
H 5.271 1.059 -2.533  0.217
H -1.506 -4.978 -1.830  0.224
H -3.416 2.405 -1.380  0.156
H -2.843 -4.449 -2.858  0.194
C 1.437 -2.230 -2.653  0.133
C -2.659 3.804 0.083  -0.414
H -1.637 -0.891 3.487  0.262
H 7.840 -0.951 1.034  0.195
C -2.578 2.480 -0.677  -0.061
C 2.505 1.674 5.738  -0.237
H -5.939 -0.592 -2.261  0.202
H 7.835 -1.599 -1.320  0.193
N -2.627 -0.977 0.398  -0.569
C -1.887 0.176 3.334  -0.136
H -4.740 -2.271 -3.026  0.182
C -0.495 0.806 2.812  0.238
C -4.565 0.233 0.748  0.057
C -6.664 1.295 0.465  -0.211
H -3.184 2.695 5.243  0.179
C -2.014 -2.908 -1.572  -0.109
H 5.715 -0.653 2.272  0.216
C 2.666 0.752 4.721  -0.177
C 4.780 1.423 -1.639  -0.173
C -2.690 2.194 4.410  -0.216
Cl 7.233 2.048 -0.738  -0.053
H 1.445 -3.742 -7.068  0.195
H -1.651 4.892 1.638  0.195
Cl 2.734 2.954 2.053  0.012
C 3.526 2.342 0.651  -0.133
C 0.403 1.248 3.951  0.101
Sr 0.261 -0.219 -0.334  1.732
H 3.300 0.462 -3.492  0.104
O 1.457 0.542 -2.695  -0.619
N 2.701 -2.096 -2.335  -0.385
H -7.665 0.877 -1.386  0.196
C 5.507 1.951 -0.609  -0.103
C -2.399 -4.358 -1.870  -0.609
H 2.695 -2.813 -5.114  0.218
C -0.454 -2.931 -3.799  -0.145
C -0.432 -3.772 -6.038  -0.275
C 1.347 2.432 5.801  -0.225
H -2.194 -3.653 -4.841  0.193
C 0.297 2.240 4.909  -0.215
C 0.937 -3.530 -6.135  -0.209
C -3.424 -1.147 -0.638  0.446
H -2.486 0.361 5.484  0.187
C 2.658 0.727 -2.619  0.430
C -5.803 -0.156 -1.282  -0.214
C -1.129 -3.467 -4.873  -0.200
H 1.250 3.193 6.565  0.191
C 5.712 -0.955 1.236  -0.172
N -2.977 0.341 2.456  -0.377
O -1.403 2.325 -1.432  -0.742
C 1.637 -3.013 -5.070  -0.239
H -0.967 -4.181 -6.886  0.192
H 3.297 1.831 6.459  0.192
H 5.691 -1.996 -2.526  0.208
N 0.329 -2.035 -1.780  -0.218
C -1.559 3.920 1.140  -0.424
C -2.351 0.895 4.554  -0.286
C 6.893 -1.123 0.539  -0.251
C 4.517 -1.172 0.570  -0.130
C 0.952 -2.733 -3.883  0.070
C 3.389 1.315 -1.533  -0.320
C 3.126 -1.643 -1.173  0.222
C -0.864 -2.415 -2.454  0.392
O 1.456 1.612 -0.187  -0.823
H -0.570 2.875 4.967  0.242
C -6.785 0.682 -0.784  -0.245
C -2.445 2.998 3.264  -0.493
N -3.164 -2.026 -1.650  -0.415
C 4.887 2.421 0.550  -0.226
C -0.269 -1.502 1.957  0.312
C -1.588 2.808 2.178  0.250
C 1.619 0.566 3.833  -0.110
C 1.625 -0.186 2.595  0.490
N -0.733 1.848 1.897  -0.650
H -3.115 -4.712 -1.132  0.215
H -3.109 -2.227 -3.714  0.213
H -3.838 -0.733 -3.158  0.214
H -3.642 3.853 0.560  0.198
N 0.327 -0.208 2.103  -0.603
C -5.547 1.071 1.245  -0.214
H -2.997 3.937 3.249  0.181
C -3.752 -1.801 -2.950  -0.411
H -2.575 4.637 -0.624  0.186
H -0.585 3.884 0.649  0.217
H -0.664 2.349 -0.805  0.490
C 6.888 -1.495 -0.806  -0.228
C 5.706 -1.718 -1.482  -0.226
O -0.009 -2.185 0.993  -0.714
C 3.123 -1.025 0.943  0.402
N 2.770 -0.637 2.164  -0.572
N 2.345 -1.283 -0.110  -0.621
H -2.675 1.675 0.052  0.170
C 4.512 -1.557 -0.792  0.025
H 3.576 0.185 4.599  0.220
C -4.665 -0.388 -0.515  -0.088

---

# 3
DFT (the ωB97M-V functional and the def2-TZVPD basis) results for a structure of composition C4H5NO at a distorted geometry.

Summary:
- energy above the lowest of the compared OMol25 structures with the same formula, charge and spin (kJ/mol) = 166.7
- HOMO energy (eV) = -10.82
- net charge = 0
- orbital gap (eV) = 11.67

Each line ends with the natural charge from an NBO analysis.
Cartesian coordinates (Å):
N -0.365 -0.219 2.784  -0.302
H -1.290 1.078 -0.119  0.226
O 1.161 -0.729 -0.260  -0.495
H -1.047 0.016 -1.546  0.218
H 1.128 0.883 -1.671  0.189
H -0.583 -1.863 0.027  0.225
C -0.261 -0.565 1.685  0.244
C -0.648 0.330 -0.578  -0.425
C -0.169 -0.876 0.243  0.001
C 0.844 0.623 -0.659  -0.067
H 1.229 1.322 0.095  0.186

---

# 4
DFT (the ωB97M-V functional and the def2-TZVPD basis) results for a structure of composition C18H24HgN2O4 at a distorted geometry.

Summary:
- energy above the lowest of the compared OMol25 structures with the same formula, charge and spin (kJ/mol) = 934.5
- HOMO energy (alpha / beta) (eV) = -7.86 / -7.85
- net charge = +1
- 2S+1 = 2
- orbital gap (alpha / beta) (eV) = 3.07 / 3.11

Each line ends with the Löwdin spin population.
Cartesian coordinates (Å):
Hg 0.005 1.100 2.759  0.025
H 2.520 -4.694 1.323  0.000
H 2.284 -0.881 -6.006  0.000
C -2.182 4.686 5.414  0.000
O 1.469 3.112 2.878  0.003
H -3.483 3.059 6.027  0.000
N 0.848 -2.102 0.958  0.018
H 1.594 -3.507 -0.460  0.000
C 2.121 -1.633 -5.229  0.000
H 0.881 -4.900 2.000  0.000
C 0.967 -3.455 0.440  0.005
H -1.062 0.245 -1.603  0.024
C 1.594 -4.184 1.591  0.000
N -0.916 2.744 3.899  0.012
H -0.729 6.042 4.497  0.000
H -2.168 -1.954 -3.420  0.002
O 0.307 0.056 0.740  0.018
C -0.267 -1.333 -4.485  0.002
O 1.915 -3.200 2.631  0.002
H 1.205 5.133 3.110  0.000
H -0.188 -0.739 -6.527  0.000
H -2.742 -0.205 -1.442  0.034
O 1.609 -0.979 2.943  0.013
C -1.575 -1.230 -4.012  0.014
C 1.997 -0.794 -3.155  0.002
C 1.133 -1.228 -4.165  0.002
H -2.361 1.390 4.534  0.001
C 1.496 -1.973 2.239  0.004
C -0.509 4.032 3.810  0.001
H -0.759 -2.063 -1.029  0.040
C 0.605 4.271 2.840  0.000
H 0.160 4.394 1.827  0.000
H -0.019 -3.828 0.194  0.002
C -0.074 -1.135 0.516  0.059
C -1.108 5.026 4.589  0.000
H -2.072 -0.234 -3.887  0.003
C -2.007 2.426 4.621  0.002
H 1.991 -2.613 -5.673  0.000
H -2.680 5.445 6.027  0.000
C -0.652 -1.530 -5.946  0.003
H -1.734 -1.459 -6.096  0.000
H 3.083 -1.674 -4.690  0.000
H 2.162 3.168 2.210  0.000
C -2.638 3.366 5.423  0.000
C -1.361 -1.482 -0.200  0.065
H 1.383 -0.214 -2.402  0.000
C -1.773 -0.297 -0.827  0.642
H -0.341 -2.499 -6.330  0.001
H 2.069 -1.675 -2.457  0.000